Arrangement A

Density functional theory data (ωB97M-V with the def2-TZVPD basis set) for a single C3H2N2O2 molecule.

Output
HOMO level   -10.63 eV
Gap between HOMO and LUMO   11.08 eV
Molar mass   98.06 g/mol
LUMO energy   0.454 eV

Geometry as XYZ:
```
9
C3H2N2O2, DFT ωB97M-V with the def2-TZVPD basis set
N 2.67 0.00 -0.51
C 1.60 -0.03 -0.12
C 0.38 -0.04 0.63
O -0.44 1.07 0.38
C -1.50 0.63 -0.34
N -1.79 -0.58 -0.45
O -0.55 -1.14 0.25
H 0.73 -0.03 1.68
H -1.88 1.37 -0.95
```

Results of the Mulliken charge analysis, in e, for atoms 1 through 4:
1 N -0.3138
2 C -0.0526
3 C 0.6386
4 O -0.3168



Arrangement B

Density functional theory data (ωB97M-V with the def2-TZVPD basis set) for a single C3H2N2O2 molecule.

Output
HOMO level   -10.71 eV
Gap between HOMO and LUMO   9.34 eV
Molar mass   98.06 g/mol
LUMO energy   -1.376 eV

Geometry as XYZ:
```
9
C3H2N2O2, DFT ωB97M-V with the def2-TZVPD basis set
N -0.60 3.27 1.32
C 0.02 2.09 1.22
C -0.09 0.58 1.06
N -0.16 0.19 -0.22
O -0.47 -1.17 -0.39
C 0.16 -1.48 -1.49
O 0.80 -0.99 -2.37
H -0.01 0.22 2.20
H 0.34 -2.71 -1.33
```

Results of the Mulliken charge analysis, in e, for atoms 1 through 4:
1 N -0.3422
2 C 0.1434
3 C 0.2090
4 N -0.3248



Last place for stability: arrangement B



Arrangement A

Density functional theory data (ωB97M-V with the def2-TZVPD basis set) for a single C3H2N2O2 molecule.

Output
HOMO level   -11.14 eV
Gap between HOMO and LUMO   10.94 eV
Molar mass   98.06 g/mol
LUMO energy   -0.202 eV

Geometry as XYZ:
```
9
C3H2N2O2, DFT ωB97M-V with the def2-TZVPD basis set
O -1.40 0.16 -1.38
C -1.46 -0.30 -0.28
C -0.08 1.64 0.78
N 0.90 1.09 0.39
C 1.45 -0.10 -0.05
N 0.77 -1.17 -0.12
O -0.51 -1.03 0.40
H -2.31 -0.29 0.41
H 2.50 -0.14 -0.30
```

Results of the Mulliken charge analysis, in e, for atoms 1 through 4:
1 O -0.4470
2 C 0.1394
3 C 0.0249
4 N -0.1269



Arrangement B

Density functional theory data (ωB97M-V with the def2-TZVPD basis set) for C3H2N2O2 as an isolated structure.

Output
HOMO level   -11.10 eV
Gap between HOMO and LUMO   10.89 eV
Molar mass   98.06 g/mol
LUMO energy   -0.219 eV

Geometry as XYZ:
```
9
C3H2N2O2, DFT ωB97M-V with the def2-TZVPD basis set
O 0.10 -1.85 -1.66
C 0.44 -1.64 -0.53
C -0.03 -0.39 0.13
N -1.16 0.22 0.20
C -0.74 1.50 0.45
N 0.55 1.66 0.53
O 1.04 0.39 0.35
H 1.21 -2.21 0.01
H -1.42 2.33 0.53
```

Results of the Mulliken charge analysis, in e, for atoms 1 through 4:
1 O -0.3931
2 C -0.0975
3 C 0.7211
4 N -0.5021



Last place for stability: arrangement A



Arrangement A

Density functional theory data (ωB97M-V with the def2-TZVPD basis set) for a single C3H2N2O2 molecule.

Output
HOMO level   -9.37 eV
Gap between HOMO and LUMO   8.32 eV
Molar mass   98.06 g/mol
LUMO energy   -1.044 eV

Geometry as XYZ:
```
9
C3H2N2O2, DFT ωB97M-V with the def2-TZVPD basis set
N -0.99 2.51 -0.18
C -0.18 1.62 0.11
C 0.70 0.81 0.56
N 1.46 -0.11 0.92
O 1.33 -1.31 0.12
C 0.08 -1.77 -0.12
O -0.96 -1.28 0.21
H -1.63 2.24 -0.93
H 0.19 -2.71 -0.68
```

Results of the Mulliken charge analysis, in e, for atoms 1 through 4:
1 N -0.5203
2 C 0.4073
3 C 0.2873
4 N -0.4245



Arrangement B

Density functional theory data (ωB97M-V with the def2-TZVPD basis set) for a 2-piece molecular cluster, C3H2N2O2 overall.

Output
HOMO level   -9.67 eV
Gap between HOMO and LUMO   9.95 eV
Molar mass   98.06 g/mol
LUMO energy   0.273 eV

Geometry as XYZ:
```
9
C3H2N2O2, DFT ωB97M-V with the def2-TZVPD basis set
O 3.86 -0.59 -0.41
C 2.82 -0.26 0.08
C 1.53 -0.42 0.59
N 1.96 0.84 0.43
O 1.71 2.03 0.35
H 0.59 -0.94 0.49
C -2.18 -0.12 -0.25
N -1.33 -0.63 0.30
H -2.96 0.53 -0.69
```

Results of the Mulliken charge analysis, in e, for atoms 1 through 4:
1 O -0.4961
2 C 0.6735
3 C -0.2873
4 N 0.3489



Last place for stability: arrangement B



Arrangement A

Density functional theory data (ωB97M-V with the def2-TZVPD basis set) for C3H2N2O2 as an isolated structure.

Output
HOMO level (spin up / spin down)   -9.47 / -9.28 eV
Gap between HOMO and LUMO (spin up / spin down)   7.72 / 7.81 eV
Molar mass   98.06 g/mol
LUMO energy (spin up / spin down)   -1.751 / -1.470 eV

Geometry as XYZ:
```
9
C3H2N2O2, DFT ωB97M-V with the def2-TZVPD basis set
O 2.02 1.58 0.02
C 1.52 0.67 -0.60
C 0.25 -0.01 -0.26
N -0.37 -0.97 -0.83
C -1.41 -0.91 0.20
N -0.82 0.09 0.85
O -0.87 0.83 1.81
H 1.98 0.24 -1.51
H -2.30 -1.51 0.32
```

Results of the Mulliken charge analysis, in e, for atoms 1 through 4:
1 O -0.4274
2 C -0.0724
3 C 0.4972
4 N -0.5174



Arrangement B

Density functional theory data (ωB97M-V with the def2-TZVPD basis set) for a single C3H2N2O2 molecule.

Output
HOMO level   -10.54 eV
Gap between HOMO and LUMO   9.65 eV
Molar mass   98.06 g/mol
LUMO energy   -0.892 eV

Geometry as XYZ:
```
9
C3H2N2O2, DFT ωB97M-V with the def2-TZVPD basis set
O 1.98 -1.86 0.66
C 0.84 -1.70 0.36
C 0.21 -0.28 0.22
N -0.95 0.00 -0.16
C -1.12 1.35 -0.37
N -0.04 2.06 -0.20
O 0.96 1.29 0.16
H 0.17 -2.59 0.11
H -2.05 1.73 -0.79
```

Results of the Mulliken charge analysis, in e, for atoms 1 through 4:
1 O -0.3908
2 C -0.0514
3 C 0.6198
4 N -0.4185



Last place for stability: arrangement A



Arrangement A

Density functional theory data (ωB97M-V with the def2-TZVPD basis set) for a single C3H2N2O2 molecule.

Output
HOMO level   -10.88 eV
Gap between HOMO and LUMO   9.78 eV
Molar mass   98.06 g/mol
LUMO energy   -1.098 eV

Geometry as XYZ:
```
9
C3H2N2O2, DFT ωB97M-V with the def2-TZVPD basis set
O -2.69 0.22 -0.08
C -1.53 0.04 0.01
C -0.31 -0.34 -0.90
N 0.51 0.69 -0.94
C 1.40 0.37 0.03
N 1.21 -0.80 0.59
O 0.18 -1.34 -0.12
H -0.90 0.10 0.98
H 2.13 1.06 0.43
```

Results of the Mulliken charge analysis, in e, for atoms 1 through 4:
1 O -0.3768
2 C 0.1947
3 C 0.4202
4 N -0.4688



Arrangement B

Density functional theory data (ωB97M-V with the def2-TZVPD basis set) for a single C3H2N2O2 molecule.

Output
HOMO level (spin up / spin down)   -10.05 / -9.35 eV
Gap between HOMO and LUMO (spin up / spin down)   9.15 / 8.54 eV
Molar mass   98.06 g/mol
LUMO energy (spin up / spin down)   -0.895 / -0.809 eV

Geometry as XYZ:
```
9
C3H2N2O2, DFT ωB97M-V with the def2-TZVPD basis set
C -0.15 0.46 -0.35
C 0.04 -0.71 0.12
C 0.50 1.84 0.09
N 1.39 1.12 2.26
N 0.90 2.01 1.43
O 0.67 2.69 -0.71
O 0.04 1.49 2.45
H -0.71 0.69 -1.24
H 0.46 -1.31 0.88
```

Results of the Mulliken charge analysis, in e, for atoms 1 through 4:
1 C -0.2887
2 C -0.3325
3 C 0.5112
4 N -0.2919



Arrangement C

Density functional theory data (ωB97M-V with the def2-TZVPD basis set) for a single C3H2N2O2 molecule.

Output
HOMO level   -11.48 eV
Gap between HOMO and LUMO   11.29 eV
Molar mass   98.06 g/mol
LUMO energy   -0.196 eV

Geometry as XYZ:
```
9
C3H2N2O2, DFT ωB97M-V with the def2-TZVPD basis set
H -0.78 -1.27 -1.07
N -1.37 -0.57 -0.63
C -0.71 0.27 0.02
C -1.37 1.26 0.84
N -1.85 1.89 1.68
O 0.66 0.44 0.23
C 1.56 -0.48 -0.21
O 1.29 -1.49 -0.79
H 2.57 -0.15 0.07
```

Results of the Mulliken charge analysis, in e, for atoms 1 through 4:
1 H 0.3406
2 N -0.5549
3 C 0.5014
4 C 0.2142



Last place for stability: arrangement B



Arrangement A

Density functional theory data (ωB97M-V with the def2-TZVPD basis set) for a 2-piece molecular cluster, CH4NO2S overall.

Output
HOMO level   -3.91 eV
Gap between HOMO and LUMO   8.02 eV
Molar mass   94.11 g/mol
Net charge   -1
LUMO energy   4.117 eV

Geometry as XYZ:
```
9
CH4NO2S, DFT ωB97M-V with the def2-TZVPD basis set
S 0.32 -0.54 -2.32
H 0.26 -1.88 -2.39
N 0.77 0.20 0.87
C -0.56 0.46 1.08
O -1.35 0.26 0.03
O -0.98 0.91 2.13
H 1.41 0.58 1.54
H 1.03 0.04 -0.10
H -0.89 -0.04 -0.85
```

Results of the Mulliken charge analysis, in e, for atoms 1 through 4:
1 S -0.8562
2 H 0.0360
3 N -0.3000
4 C 0.7406



Arrangement B

Density functional theory data (ωB97M-V with the def2-TZVPD basis set) for an isolated ion of composition CH4NO2S and charge -1.

Output
HOMO level   -3.89 eV
Gap between HOMO and LUMO   8.21 eV
Molar mass   94.11 g/mol
Net charge   -1
LUMO energy   4.316 eV

Geometry as XYZ:
```
9
CH4NO2S, DFT ωB97M-V with the def2-TZVPD basis set
C -0.95 -0.59 -0.10
S 0.75 0.02 -0.05
N 0.53 1.55 -0.01
O 1.24 -0.34 -1.42
O 1.46 -0.68 1.04
H -1.37 0.11 -0.69
H -1.09 -1.69 -0.39
H -1.52 -0.46 0.91
H 0.95 2.07 0.72
```

Results of the Mulliken charge analysis, in e, for atoms 1 through 4:
1 C -0.8386
2 S 0.9639
3 N -0.7052
4 O -0.7196



Last place for stability: arrangement B